# 1
The following is a DFT calculation (ωB97M-V/def2-TZVPD) of a structure of composition C36H39N6O8S4Sr.

Geometry as XYZ:
```
94
Properties=species:S:1:pos:R:3:forces:R:3
Sr 0.687 1.682 0.112 -0.6 -0.2 0.1
O 1.629 6.200 -0.752 0.0 0.0 0.0
C 1.537 4.936 -0.333 -0.1 0.0 -0.2
O 1.180 4.035 -1.065 0.2 -0.1 0.1
C 1.998 4.755 1.073 0.2 0.1 0.2
C 2.455 5.818 1.848 -0.1 0.1 0.0
C 2.861 5.545 3.134 0.0 0.0 0.0
C 2.740 4.252 3.628 0.0 0.0 0.1
C 2.236 3.271 2.792 0.1 0.1 0.0
N 1.962 3.514 1.514 -0.1 -0.2 0.0
C 1.993 1.854 3.232 -0.1 -0.1 0.0
O 2.071 1.614 4.553 -0.1 0.0 0.1
O 1.812 0.949 2.459 0.2 0.1 -0.1
H 1.190 6.239 -1.615 0.0 0.0 0.0
H 2.460 6.820 1.447 0.0 0.0 0.0
H 3.241 6.336 3.767 0.0 0.0 0.0
H 3.036 4.031 4.644 0.0 0.0 0.0
H 1.732 2.383 5.031 0.0 0.0 0.0
N -1.976 2.531 -0.313 0.1 0.0 0.1
C -2.487 3.122 -1.554 0.1 0.0 0.0
C -3.113 2.090 -2.481 0.0 0.0 0.1
C -2.221 0.889 -2.785 0.0 -0.1 0.0
C -0.865 1.228 -3.413 0.0 0.0 0.0
N 0.226 1.016 -2.456 0.1 0.2 -0.2
H -2.699 2.014 0.180 0.0 0.0 -0.1
H -1.736 3.298 0.323 0.0 0.0 -0.1
H -1.641 3.611 -2.046 0.0 0.0 0.0
H -3.217 3.914 -1.358 0.0 0.0 0.0
H -3.401 2.588 -3.414 0.0 0.0 0.0
H -4.042 1.725 -2.029 0.0 0.0 0.0
H -2.770 0.195 -3.429 0.0 0.0 0.0
H -2.038 0.356 -1.853 0.0 0.0 0.0
H -0.841 2.280 -3.710 0.0 0.0 0.0
H -0.723 0.647 -4.331 0.0 -0.1 0.0
H 1.116 1.316 -2.842 0.0 -0.1 0.0
H 0.348 0.033 -2.225 -0.1 0.0 0.0
O -5.459 5.285 4.018 0.1 0.0 0.0
C -4.361 5.020 3.577 0.0 0.0 0.1
S -3.424 3.595 4.014 -0.1 -0.1 -0.1
C -2.061 3.832 2.910 0.0 -0.1 0.1
C -2.078 4.966 2.176 -0.1 0.1 0.0
S -0.964 5.554 0.976 0.0 0.1 0.0
S -3.470 6.028 2.443 -0.1 0.0 -0.1
S -0.891 2.539 2.943 0.3 -0.1 -0.1
C -3.073 -5.300 1.426 0.0 0.0 0.0
O -1.790 -4.722 1.300 0.0 0.0 0.0
C -0.997 -5.145 0.271 0.0 0.0 0.0
C -1.225 -6.284 -0.480 0.0 0.0 0.0
C -0.356 -6.616 -1.519 0.0 0.0 0.0
C 0.725 -5.800 -1.791 0.0 0.0 0.0
C 0.957 -4.652 -1.035 0.0 0.0 0.0
C 0.102 -4.307 0.002 0.0 0.0 0.0
N 0.230 -3.172 0.818 0.0 -0.1 -0.1
C 0.747 -1.936 0.354 0.0 0.0 0.0
N 2.082 -1.984 0.196 0.0 0.0 0.1
C 3.061 -1.100 -0.360 0.0 0.1 -0.1
C 2.802 0.197 -0.791 -0.2 0.1 0.2
C 3.930 0.877 -1.293 0.0 0.0 -0.1
C 5.200 0.328 -1.365 0.0 0.0 0.0
C 5.415 -0.977 -0.926 0.0 0.0 0.0
C 4.339 -1.687 -0.427 -0.1 0.0 0.0
O 4.429 -2.991 0.026 0.1 -0.1 0.0
C 5.701 -3.596 0.027 0.0 0.0 0.0
N -0.023 -0.910 0.212 0.0 0.1 0.0
C -1.422 -1.145 0.266 0.1 0.0 0.0
C -2.187 -0.631 1.300 -0.1 0.0 0.0
C -3.567 -0.825 1.330 0.0 0.0 0.0
C -4.184 -1.539 0.320 0.0 0.0 0.0
C -3.436 -2.045 -0.743 0.0 0.0 0.0
C -2.065 -1.839 -0.778 0.0 0.1 0.0
O -1.255 -2.223 -1.807 0.0 -0.1 0.0
C -1.830 -2.999 -2.838 0.1 0.0 0.1
H -3.011 -6.354 1.710 0.0 0.0 0.0
H -3.636 -5.206 0.494 0.0 0.0 0.0
H -3.580 -4.745 2.210 0.0 0.0 0.0
H -2.076 -6.914 -0.268 0.0 0.0 0.0
H -0.536 -7.508 -2.104 0.0 0.0 0.0
H 1.404 -6.044 -2.598 0.0 0.0 0.0
H 1.796 -4.014 -1.273 0.0 0.0 0.0
H -0.612 -3.033 1.362 0.0 0.0 0.0
H 2.485 -2.820 0.587 0.0 0.0 0.0
H 3.815 1.903 -1.645 0.0 0.0 0.0
H 6.034 0.903 -1.754 0.0 0.0 0.0
H 6.401 -1.417 -0.978 0.0 0.0 0.0
H 5.568 -4.594 0.438 0.0 0.0 0.0
H 6.408 -3.040 0.649 0.0 0.0 0.0
H 6.107 -3.675 -0.985 0.0 0.0 0.0
H -1.704 -0.043 2.075 0.0 0.0 0.0
H -4.144 -0.402 2.142 0.0 0.0 0.0
H -5.256 -1.694 0.333 0.0 0.0 0.0
H -3.933 -2.572 -1.545 0.0 0.0 0.0
H -1.015 -3.266 -3.505 0.0 0.0 0.0
H -2.583 -2.432 -3.392 0.0 0.0 0.0
H -2.279 -3.913 -2.440 0.0 0.0 0.0
```
Forces are in eV/Å.

## Properties
E, Ha: -3949.3706
LUMO, eV: 2.1391
Net charge: -1
E_HOMO, eV: -3.27
Gap between HOMO and LUMO, eV: 5.41
ΔE to the lowest compared entry with this formula, charge and spin, kcal/mol: 0.0

***

# 2
The following is a DFT calculation (ωB97M-V/def2-TZVPD) of a structure of composition C9H15Cl2F2N3O12Pd at a distorted geometry.

Geometry as XYZ:
```
44
Properties=species:S:1:pos:R:3:forces:R:3
Pd 0.479 0.508 0.432 0.0 -0.1 0.1
Cl 2.480 -0.725 1.257 -1.0 0.6 -0.3
Cl -1.519 1.852 -0.136 0.7 -0.6 0.3
C -3.095 -0.743 3.051 0.2 -0.3 -0.3
N -1.639 -0.540 3.179 0.9 0.4 1.0
O -1.232 -0.355 4.320 -0.2 -0.1 -0.3
O -0.920 -0.586 2.211 -0.5 -0.5 0.0
H -3.547 -0.074 3.772 -0.2 0.1 -0.2
H -3.247 -1.777 3.356 -0.2 0.0 0.0
H -3.362 -0.595 2.009 -0.1 0.1 0.1
C 1.524 1.376 4.556 -0.1 -0.7 0.3
N 1.312 2.174 3.325 0.9 0.1 1.3
O 0.463 1.839 2.552 -0.9 -0.1 -0.2
O 1.985 3.175 3.240 0.3 0.7 -0.4
H 2.406 1.712 5.086 0.0 0.3 -0.2
H 1.636 0.324 4.306 -0.2 0.0 -0.3
H 0.622 1.515 5.145 0.0 -0.1 0.1
C 2.163 4.726 0.508 -0.8 1.0 0.2
N 2.294 3.464 -0.241 0.2 0.3 -0.3
O 2.921 3.490 -1.272 0.3 0.1 -0.4
O 1.752 2.488 0.206 0.0 -0.1 0.6
H 2.180 5.556 -0.193 0.3 -0.2 -0.2
H 2.942 4.848 1.251 0.1 -0.4 -0.1
H 1.191 4.727 0.995 0.1 -0.3 0.1
C -2.878 -3.928 -0.403 -0.4 0.1 -1.6
C -2.286 -4.064 -1.813 0.7 0.1 0.8
O -1.167 -3.205 -1.748 0.1 -0.2 -0.3
C -1.385 -2.286 -0.785 0.3 0.5 0.6
O -0.710 -1.339 -0.543 0.0 -0.6 -0.7
O -2.477 -2.607 -0.078 -0.6 -0.2 0.8
F -3.118 -3.552 -2.773 0.0 -0.5 0.3
H -2.491 -4.659 0.301 0.1 0.0 0.0
H -3.956 -4.032 -0.534 0.0 0.3 0.5
H -1.946 -5.076 -2.032 -0.1 0.2 -0.5
C 1.948 -0.301 -4.961 0.2 -0.9 0.1
C 0.542 -0.774 -4.698 -0.3 -0.9 -0.8
O 0.169 -0.139 -3.533 0.1 0.4 -0.3
C 1.319 0.273 -2.888 -0.8 -1.1 0.0
O 1.291 0.720 -1.799 0.7 0.3 -0.4
O 2.388 -0.032 -3.631 0.4 0.9 -0.1
F 0.555 -2.151 -4.468 0.1 0.3 0.1
H 2.029 0.563 -5.620 -0.1 0.2 0.3
H 2.524 -1.129 -5.370 0.1 0.1 0.1
H -0.140 -0.659 -5.540 -0.2 0.5 0.4
```
Forces are in eV/Å.

## Properties
E, Ha: -2666.7968
LUMO (alpha / beta), eV: 0.2643 / -1.7309
Expectation value of S²: 2.00
Net charge: 0
Multiplicity: 3
E_HOMO (alpha / beta), eV: -8.69 / -8.73
Gap between HOMO and LUMO (alpha / beta), eV: 8.96 / 7.00
ΔE to the lowest compared entry with this formula, charge and spin, kcal/mol: 9.4